# C4H4BrNO

One molecule with the formula C4H4BrNO (ωB97M-V/def2-TZVPD, the OMol25 dataset).

For the molar mass, the calculation gives 161.99 u. The calculation puts the energy above the lowest of the compared OMol25 structures with the same formula, charge and spin at 26.5 kcal per mole. Its structure (SMILES) is BrCc1cnco1. The HOMO energy is -9.2 eV. The orbital gap comes out at 8.2 eV.

```
! RIJCOSX wB97M-V def2-TZVPD def2/J DEFGRID3
* xyz 0 1
Br -2.2267 -1.2512 -1.5579
C -0.5700 -1.5231 0.0315
C -0.0298 -0.2329 0.1817
C 1.1355 0.2728 -0.4448
N 1.2872 1.6054 -0.0583
C 0.2952 1.8375 0.7711
O -0.4911 0.7276 0.9678
H -1.0961 -1.9688 0.8025
H -0.1444 -2.1060 -0.6928
H 1.8110 -0.0627 -1.3127
H 0.0292 2.7015 1.3118
*
```

What are the natural (NBO) partial charges on each atom? They are as follows, in elementary charge units: -0.2597, -0.2466, 0.1609, -0.0593, -0.4451, 0.3237, -0.3875, 0.2301, 0.2402, 0.2392, 0.2041

=====

# C35H55MgN4OP2

C35H55MgN4OP2 as an isolated structure (ωB97M-V/def2-TZVPD, the OMol25 dataset).

For the molar mass, the calculation gives 634.11 u. The calculation puts the energy above the lowest of the compared OMol25 structures with the same formula, charge and spin at 77.4 kcal per mole. The HOMO energy is -8.9 eV. The orbital gap comes out at 5.3 eV.

```
! RIJCOSX wB97M-V def2-TZVPD def2/J DEFGRID3
* xyz 1 1
C -2.0165 1.3374 -2.0310
C -1.7059 -0.9611 -1.7258
C -3.0594 1.1331 -2.9285
C -2.8581 -1.2100 -2.5240
C -3.5344 -0.1617 -3.1204
H -3.5004 1.9996 -3.4104
H -3.1380 -2.2428 -2.7296
H -4.3979 -0.3507 -3.7476
N -1.4397 0.3416 -1.3488
P -0.7367 3.1009 -0.2232
P 0.2601 -2.8438 -0.3922
C -1.4559 2.7592 -1.8881
H -0.6843 2.9017 -2.6611
H -2.2385 3.4907 -2.1308
C -0.8395 -2.1007 -1.5570
H -1.3712 -2.9499 -2.0172
C 0.9351 -4.2569 -1.5612
C -0.5037 -3.5526 1.2704
C 0.8874 4.0807 -0.5598
C -2.1820 4.0909 0.4864
C 2.4503 -4.0596 -1.4934
H 2.8560 -4.2392 -0.4888
H 2.9436 -4.7490 -2.1934
H 2.7035 -3.0329 -1.7806
C 0.5422 -5.6720 -1.1532
H 0.8502 -5.9402 -0.1375
H -0.5358 -5.8373 -1.2711
H 1.0466 -6.3649 -1.8441
C 0.4563 -4.0393 -3.0000
H 1.0977 -4.6037 -3.6920
H -0.5737 -4.3812 -3.1626
H 0.5114 -2.9802 -3.2639
C 0.6542 -4.1809 2.0643
H 1.4084 -3.4266 2.3308
H 0.2592 -4.6112 2.9982
H 1.1649 -4.9831 1.5159
C -1.0889 -2.3928 2.0856
H -0.3375 -1.6256 2.3092
H -1.9406 -1.9231 1.5801
H -1.4542 -2.7862 3.0505
C -1.6281 -4.5514 0.9998
H -1.2840 -5.4661 0.5091
H -2.0658 -4.8473 1.9669
H -2.4230 -4.0996 0.3908
C -1.9299 4.3082 1.9886
H -2.7632 4.9039 2.3918
H -1.8975 3.3555 2.5346
H -1.0001 4.8570 2.1852
C -3.4768 3.2687 0.3296
H -3.7905 3.1755 -0.7161
H -3.3822 2.2676 0.7638
H -4.2795 3.7960 0.8667
C -2.3474 5.4307 -0.2502
H -3.3765 5.7871 -0.0886
H -1.6741 6.2014 0.1407
H -2.1998 5.3502 -1.3359
C 1.1271 4.3107 -2.0574
H 0.3017 4.8615 -2.5296
H 2.0355 4.9227 -2.1697
H 1.3021 3.3737 -2.6046
C 2.0476 3.2320 0.0038
H 2.1470 2.2595 -0.5086
H 2.9874 3.7861 -0.1410
H 1.9289 3.0370 1.0782
C 0.8779 5.4422 0.1451
H 0.1856 6.1448 -0.3348
H 0.6505 5.3657 1.2161
H 1.8871 5.8745 0.0535
Mg 0.0043 0.6335 0.2533
C -1.7919 0.8465 1.7449
O -2.5052 0.6849 2.6369
N 1.2251 -0.3635 -1.0346
C 1.2951 -0.9752 -2.0675
C 2.2302 -0.7754 -3.3312
C 1.9985 -1.6878 -4.5141
C 2.0136 0.6648 -3.7754
C 3.6676 -0.9346 -2.8428
H 2.2620 -2.7277 -4.3053
H 0.9756 -1.6161 -4.8894
H 2.6616 -1.3691 -5.3295
H 2.2794 1.3513 -2.9596
H 2.6637 0.9124 -4.6254
H 0.9686 0.8288 -4.0747
H 4.3807 -0.6530 -3.6271
H 3.8467 -0.2779 -1.9839
H 3.9009 -1.9666 -2.5588
N 2.5663 -0.7119 7.1695
C 2.3077 -0.4369 6.0596
C 1.9655 -0.0960 4.7002
C 2.3891 -0.8876 3.6298
C 1.9679 -0.5625 2.3401
N 1.1308 0.4796 2.1067
C 0.8103 1.3044 3.1264
C 1.2006 1.0466 4.4343
H 3.0278 -1.7554 3.7895
H 2.2970 -1.1460 1.4728
H 0.2056 2.1925 2.8946
H 0.8938 1.7162 5.2345
*
```

What are the Löwdin partial charges on each atom? They are as follows, in elementary charge units: -0.3397, -0.3009, -0.0505, -0.0298, -0.0509, 0.1123, 0.1150, 0.1131, 0.0242, 1.1081, 1.0701, -0.2600, 0.0785, 0.0775, -0.3022, 0.0474, -0.6419, -0.6849, -0.6637, -0.6789, -0.1100, 0.0825, 0.0943, 0.0260, -0.0985, 0.0630, 0.0769, 0.0935, -0.1235, 0.0958, 0.0888, 0.0230, -0.0946, 0.0532, 0.0930, 0.0603, -0.1154, 0.0367, 0.0684, 0.1011, -0.1035, 0.0521, 0.0847, 0.0831, -0.0887, 0.1013, 0.0525, 0.0657, -0.0731, 0.0830, 0.0497, 0.1043, -0.0780, 0.0974, 0.0695, 0.0796, -0.0927, 0.0909, 0.1006, 0.0617, -0.1049, 0.0597, 0.0992, 0.0648, -0.0901, 0.0721, 0.0708, 0.0966, 0.4254, -0.0073, 0.1468, 0.0408, -0.1397, -0.5439, -0.0615, -0.0531, -0.0462, 0.0744, 0.0998, 0.1004, 0.0673, 0.1010, 0.0969, 0.1019, 0.0906, 0.0723, 0.1951, -0.1390, -0.1890, 0.0212, -0.0938, -0.0092, -0.1271, 0.0253, 0.1355, 0.1114, 0.1041, 0.1343

=====

# C19HCl52F6IO6

C19HCl52F6IO6 as an isolated structure (ωB97M-V/def2-TZVPD, the OMol25 dataset).

For the molar mass, the calculation gives 2409.66 u. The HOMO energy is -10.2 eV. The orbital gap comes out at 8.5 eV.

```
! RIJCOSX wB97M-V def2-TZVPD def2/J DEFGRID3
* xyz 0 1
O 2.2087 -2.4447 4.1823
C 2.0327 -2.7904 3.0616
O 2.5722 -3.8904 2.5160
I 4.4210 -4.2759 3.1883
O 1.2186 -2.1805 2.1580
C 0.8701 -0.8866 2.4897
O 1.6721 -0.0624 2.7247
C -0.6354 -0.5046 2.4648
F -1.2015 -0.8984 1.3062
F -0.6675 0.8220 2.4356
C -1.4441 -0.9192 3.7223
F -0.8583 -0.2599 4.7405
F -2.6927 -0.4868 3.6669
C -1.4495 -2.4454 4.1093
F -2.6274 -2.6664 4.7514
F -0.5081 -2.7245 4.9773
C -1.4185 -3.4596 2.9454
O -0.5649 -4.2871 2.9289
O -2.3922 -3.4160 2.0062
H -1.9425 -3.3586 1.1517
C 0.8964 3.9726 1.7933
Cl 1.0396 3.1387 3.3449
Cl 1.7906 5.4928 1.8660
Cl 1.5647 2.9496 0.5134
Cl -0.8085 4.2970 1.4541
C -5.8002 0.1782 1.0972
Cl -6.7824 -1.1180 0.4040
Cl -6.1275 0.3056 2.8291
Cl -4.0894 -0.1827 0.8438
Cl -6.1983 1.7082 0.3052
C -1.6926 0.5431 -2.7053
Cl -2.3305 2.1760 -2.4677
Cl -1.3283 -0.1641 -1.1294
Cl -2.8983 -0.4568 -3.5263
Cl -0.2210 0.6218 -3.6811
C -6.4527 1.3528 -5.3330
Cl -7.3589 2.7931 -5.8152
Cl -5.7211 0.6020 -6.7561
Cl -5.1760 1.8051 -4.2001
Cl -7.5489 0.2024 -4.5569
C -10.8746 5.0949 -4.9878
Cl -11.5447 6.7143 -4.7628
Cl -10.4755 4.3952 -3.4149
Cl -12.0614 4.0721 -5.8048
Cl -9.4091 5.1959 -5.9720
C 1.5784 -3.1912 -2.6929
Cl 2.5177 -4.6872 -2.7511
Cl 2.6688 -1.8054 -2.8051
Cl 0.4332 -3.1548 -4.0360
Cl 0.6929 -3.1152 -1.1630
C 3.6307 7.2435 5.3992
Cl 2.7583 5.7877 4.9118
Cl 3.4861 8.4683 4.1300
Cl 2.9458 7.8702 6.9038
Cl 5.3328 6.8435 5.6471
C -2.9793 -1.5664 -9.0319
Cl -1.6240 -2.5963 -9.5067
Cl -2.8562 -1.1763 -7.3124
Cl -2.9461 -0.0725 -9.9756
Cl -4.4982 -2.4194 -9.3325
C 0.3231 -6.3493 -7.1371
Cl -0.5691 -4.8929 -7.5913
Cl 1.0221 -7.0755 -8.5916
Cl 1.6112 -5.9193 -6.0093
Cl -0.7738 -7.5024 -6.3688
C 6.6674 3.3589 7.7778
Cl 7.5574 1.8366 7.6412
Cl 7.7864 4.7130 7.5752
Cl 5.4233 3.4319 6.5272
Cl 5.9092 3.4568 9.3715
C 0.3573 -4.2992 -12.5700
Cl 0.3908 -5.1988 -11.0473
Cl 1.2278 -2.7735 -12.3691
Cl 1.1305 -5.2581 -13.8378
Cl -1.3190 -3.9656 -13.0221
C 11.5145 5.9337 8.1721
Cl 10.1654 7.0557 7.9325
Cl 11.0054 4.6012 9.2142
Cl 12.0301 5.2954 6.6070
Cl 12.8592 6.7922 8.9322
C 3.5102 -4.0453 7.9101
Cl 2.8455 -2.4099 7.9564
Cl 3.7145 -4.5442 6.2213
Cl 5.0812 -4.0681 8.7238
Cl 2.4041 -5.1559 8.7320
*
```

What are the Löwdin partial charges on each atom? They are as follows, in elementary charge units: 0.0865, -0.7304, -0.5114, 1.1124, 0.1244, -0.3068, 0.2296, -0.3603, -0.0067, 0.1154, -0.3545, 0.1676, 0.1546, -0.3665, 0.1448, 0.1937, -0.4008, 0.1980, 0.1338, 0.1255, -2.0325, 0.5513, 0.5059, 0.5345, 0.5336, -2.0395, 0.5276, 0.5367, 0.5391, 0.5240, -2.0065, 0.5226, 0.5532, 0.5042, 0.5294, -2.0330, 0.4950, 0.5052, 0.4864, 0.5290, -2.0522, 0.5253, 0.5220, 0.5246, 0.4906, -2.0382, 0.5244, 0.5287, 0.5082, 0.5218, -2.0418, 0.4792, 0.5228, 0.5286, 0.5040, -2.0385, 0.4811, 0.4957, 0.5337, 0.5312, -2.0315, 0.4819, 0.5062, 0.5082, 0.5357, -2.0439, 0.5240, 0.4798, 0.5071, 0.5274, -2.0498, 0.4731, 0.5225, 0.5280, 0.5175, -2.0554, 0.5011, 0.5128, 0.5231, 0.5245, -2.0383, 0.5338, 0.4067, 0.5186, 0.5207

=====

# C18H38N2O2Rb

C18H38N2O2Rb as an isolated structure (ωB97M-V/def2-TZVPD, the OMol25 dataset).

For the molar mass, the calculation gives 399.98 u. The calculation puts the energy above the lowest of the compared OMol25 structures with the same formula, charge and spin at 20.8 kcal per mole. The HOMO energy is -11.1 eV. The orbital gap comes out at 8.0 eV.

```
! RIJCOSX wB97M-V def2-TZVPD def2/J DEFGRID3
* xyz 1 1
Rb 28.2964 2.5506 1.4542
C 32.9692 2.5366 4.2663
C 33.1974 2.6262 2.7394
C 34.7015 2.3780 2.4887
C 35.0907 0.9100 2.2093
C 34.1614 0.3288 1.1438
C 32.7057 0.3473 1.5786
N 32.2973 1.6929 1.9836
O 30.9550 1.7343 2.4091
C 31.8730 -0.0634 0.3621
C 32.4404 -0.7001 2.7010
C 32.7471 3.9958 2.2431
H 33.6421 3.2196 4.7749
H 33.0161 1.5063 4.6196
H 31.9586 2.8834 4.5247
H 34.9635 3.0154 1.6401
H 35.3143 2.7126 3.3234
H 35.0219 0.2497 3.0744
H 36.1327 0.9633 1.8976
H 34.4771 -0.7086 1.0195
H 34.2820 0.8593 0.1974
H 32.0474 -1.0931 0.0477
H 30.7954 -0.0402 0.5609
H 32.0654 0.6610 -0.4285
H 32.8214 -0.3485 3.6639
H 31.3645 -0.8301 2.8005
H 32.9788 -1.6210 2.4866
H 31.8123 4.4014 2.6266
H 32.7543 4.0182 1.1513
H 33.4785 4.7874 2.4705
H 31.0052 1.5750 3.3724
C 30.3596 2.7582 -2.0894
C 29.4511 1.6843 -2.7045
C 30.4144 0.5483 -3.1038
C 29.7806 -0.8216 -3.3386
C 28.9709 -1.2368 -2.1190
C 27.8810 -0.2212 -1.8459
N 28.4967 1.1368 -1.7383
O 27.5080 2.0844 -1.3699
C 26.7423 -0.3164 -2.8674
C 27.2768 -0.4927 -0.4443
C 28.7313 2.2822 -3.9230
H 29.8387 3.6863 -1.8158
H 31.1928 3.0513 -2.7217
H 30.7026 2.4211 -1.1042
H 30.9114 0.9007 -4.0183
H 31.3219 0.4816 -2.4957
H 30.6026 -1.4992 -3.5834
H 29.2559 -0.7512 -4.2975
H 29.6763 -1.2281 -1.2842
H 28.5718 -2.2409 -2.2538
H 26.3872 -1.3467 -2.9003
H 25.8901 0.3199 -2.6190
H 27.0367 -0.0388 -3.8777
H 28.0369 -0.3421 0.3259
H 26.4055 0.1289 -0.2550
H 27.0010 -1.5481 -0.4205
H 27.8453 1.6936 -4.1747
H 29.2625 2.2355 -4.8773
H 28.4655 3.3285 -3.7746
H 27.0151 2.2671 -2.1935
*
```

What are the natural (NBO) partial charges on each atom? They are as follows, in elementary charge units: 0.9898, -0.6454, 0.1144, -0.4056, -0.3981, -0.4000, 0.1258, -0.1935, -0.6292, -0.6089, -0.6479, -0.6185, 0.2383, 0.2126, 0.1897, 0.2113, 0.2259, 0.2024, 0.2262, 0.2206, 0.2095, 0.2197, 0.1981, 0.2126, 0.2024, 0.2084, 0.2261, 0.2049, 0.2222, 0.2183, 0.4604, -0.6098, 0.1104, -0.4064, -0.4109, -0.4125, 0.1294, -0.2038, -0.6298, -0.6537, -0.6062, -0.6686, 0.2015, 0.2309, 0.2084, 0.2207, 0.2165, 0.2268, 0.2062, 0.2131, 0.2281, 0.2322, 0.2107, 0.2157, 0.1878, 0.2125, 0.2252, 0.2081, 0.2390, 0.2193, 0.4670

=====

Q: Among the records above, which one has the lowest orbital gap?
A: C35H55MgN4OP2